Record 1
The following is a DFT calculation (ωB97M-V/def2-TZVPD) of C33H35BCaF6N2P as an isolated structure.

The geometry in ORCA input format:
```
! wB97M-V def2-TZVPD RIJCOSX def2/J DEFGRID3
* xyz -1 1
Ca 0.40523 0.71927 -0.95447
C -4.51540 1.61683 -1.20423
C -3.00059 1.68646 -1.39197
N -2.20913 0.69483 -0.64547
C -2.51616 0.70078 0.79629
C -2.38982 2.08076 1.42459
C -2.36124 -0.63702 -1.24936
C -1.69042 -1.73279 -0.43850
N -0.31184 -1.39216 -0.11511
C 0.13248 -1.90043 1.01800
C 0.98730 0.58805 1.70876
F 0.96129 1.90279 1.21830
C 0.34295 0.43187 3.06612
F 0.16271 1.75419 3.51294
C -0.28715 -1.93659 4.04122
C -0.44027 -2.94206 3.16899
F -0.42539 -4.20410 3.70212
C -0.47847 -2.89136 1.76617
F -1.26652 -3.84641 1.14690
H -4.98672 2.35887 -1.85057
H -4.80978 1.83982 -0.17738
H -4.92766 0.64142 -1.46836
H -2.64315 2.68268 -1.13079
H -2.75429 1.55210 -2.44662
H -1.81151 0.02932 1.28649
H -3.52258 0.29801 0.98566
H -1.42790 2.53950 1.19294
H -2.44712 1.99301 2.51019
H -3.17966 2.75847 1.09708
H -1.92983 -0.58451 -2.25742
H -3.41987 -0.90261 -1.37211
H -1.76776 -2.67904 -0.98116
H -2.26091 -1.88159 0.48705
H 0.02906 -2.26759 5.02422
C 2.01032 -4.24200 0.36871
C 2.37390 -4.07302 1.82416
C 2.78737 -5.20799 2.51640
C 3.16335 -5.15468 3.85046
C 3.12979 -3.94271 4.51670
C 2.71570 -2.80358 3.84070
C 2.33294 -2.84245 2.50492
P 1.82158 -1.23894 1.66903
C 1.76826 0.08478 2.94173
C -0.55092 -0.44103 3.95179
C -0.24189 0.06388 5.35724
C 0.94254 0.45240 5.84755
C 2.27206 0.64677 5.25027
C 2.70501 0.51571 3.98294
C 4.14234 0.71613 3.59583
C 3.26137 -1.06314 0.57225
C 4.35103 -1.92786 0.88623
C 5.36126 -2.24134 0.01783
C 5.28496 -1.73279 -1.29609
C 4.35043 -0.79566 -1.59461
C 3.43160 -0.24927 -0.61882
C 2.85805 0.97756 -0.94134
H 2.69975 -4.94164 -0.10667
H 2.05543 -3.30858 -0.18932
H 0.99833 -4.64329 0.27606
H 2.81754 -6.15425 1.98650
H 3.47948 -6.05578 4.36273
H 3.41510 -3.87736 5.56003
H 2.67776 -1.86565 4.38152
H -1.60803 -0.26078 3.72808
H -1.07812 0.04655 6.04862
H 0.93102 0.70462 6.90404
H 3.02073 0.96003 5.97426
H 4.68675 1.26894 4.36178
H 4.21670 1.24621 2.64526
H 4.63499 -0.25068 3.45056
H 4.40693 -2.37669 1.86327
H 6.15914 -2.90335 0.32675
H 5.99011 -2.05104 -2.05589
H 4.33422 -0.33825 -2.57807
H 3.21130 1.44390 -1.85427
H 2.56655 1.67727 -0.17207
F -0.54120 3.80093 -2.65381
B -0.22932 2.50528 -2.99738
F -0.40786 2.38413 -4.35010
*
```

F_max   0.604 eV/A
Energy above the lowest of the compared OMol25 structures with the same formula, charge and spin   125.18 kcal per mole
E   -82476.818 eV



Record 2
The following is a DFT calculation (ωB97M-V/def2-TZVPD) of an isolated molecule of C4H8O at a distorted geometry.

The geometry in ORCA input format:
```
! wB97M-V def2-TZVPD RIJCOSX def2/J DEFGRID3
* xyz 0 1
C -2.01288 0.37760 -0.00070
C -0.80475 -0.52676 0.23349
C 0.43727 0.11266 -0.26298
C 2.65958 -0.17786 -0.15334
O 1.48194 -0.64354 -0.54198
H -2.90928 -0.05400 0.45195
H -1.85100 1.36657 0.44672
H -2.18901 0.52711 -1.07055
H -0.92449 -1.50269 -0.25389
H -0.71900 -0.73905 1.31655
H 0.67281 1.15959 -0.07448
H 3.50378 -0.38812 -0.78991
H 2.65505 0.48849 0.69912
*
```

F_max   1.292 eV/A
Energy above the lowest of the compared OMol25 structures with the same formula, charge and spin   85.39 kcal per mole
E   -6321.465 eV



Record 3
The following is a DFT calculation (ωB97M-V/def2-TZVPD) of a 3-piece molecular cluster, C15H34O3P overall.

The geometry in ORCA input format:
```
! wB97M-V def2-TZVPD RIJCOSX def2/J DEFGRID3
* xyz 1 1
C 4.87539 -0.26269 1.15804
O 4.92496 0.93904 0.41100
C 3.73826 1.48875 -0.10995
C 3.04427 2.50055 0.80976
C 2.83992 2.11671 2.26965
C 1.94537 0.91386 2.54193
C 0.43476 1.20985 2.40303
P -0.14324 1.11053 0.70813
C -1.86904 0.68097 0.55679
H 5.44593 -1.03458 0.63614
H 3.85710 -0.63324 1.26051
H 5.32315 -0.11751 2.14191
H 3.04780 0.69025 -0.42161
H 4.02721 2.01823 -1.01901
H 2.07912 2.74473 0.34598
H 3.62328 3.42536 0.77679
H 2.40961 2.97555 2.79445
H 3.81671 1.94578 2.72363
H 2.11064 0.56813 3.56329
H 2.19436 0.06686 1.90222
H -0.14430 0.46390 2.95174
H 0.18935 2.20304 2.78315
H 0.66060 0.18037 0.04321
H 0.01709 2.33513 0.07574
H -2.03170 -0.30186 0.99080
H -2.43170 1.43194 1.11368
H -2.15201 0.70241 -0.49863
C 1.73920 -3.64252 -1.29330
C 0.40489 -3.60432 -0.54785
C 0.79023 -2.86365 0.72534
O 1.83408 -1.95063 0.35637
C 2.32240 -2.27881 -0.95800
H 1.63568 -3.79684 -2.36496
H 2.37277 -4.43519 -0.89324
H -0.33328 -3.03381 -1.11575
H -0.00930 -4.58969 -0.34553
H 1.16946 -3.54859 1.48812
H -0.03742 -2.29642 1.15512
H 1.97961 -1.51319 -1.66154
H 3.41140 -2.26863 -0.93801
C -6.04211 0.97408 -2.78613
C -6.08649 0.63093 -1.29587
C -4.73800 -0.04733 -1.11466
O -3.83576 0.57844 -2.02908
C -4.58232 1.37199 -2.96924
H -6.72670 1.77056 -3.06997
H -6.27533 0.09294 -3.38558
H -6.14107 1.54446 -0.70055
H -6.91853 -0.01052 -1.01364
H -4.79708 -1.11740 -1.33701
H -4.34034 0.07000 -0.10526
H -4.42800 2.43117 -2.74293
H -4.20089 1.17094 -3.96926
*
```

F_max   0.479 eV/A
E   -31530.030 eV



Record 4
The following is a DFT calculation (ωB97M-V/def2-TZVPD) of a 11-piece molecular cluster, CH24O11 overall at a distorted geometry.

The geometry in ORCA input format:
```
! wB97M-V def2-TZVPD RIJCOSX def2/J DEFGRID3
* xyz 0 1
O -0.38120 -0.01701 -0.22759
H 0.55942 0.03700 -0.67989
H -1.10568 -0.27090 -0.80457
H -0.70525 0.80442 0.20342
C 1.55798 0.43562 -2.76389
O 1.94352 0.49219 -1.41923
H 1.40365 1.47755 -3.01575
H 0.64186 -0.02191 -2.58229
H 2.38740 0.15121 -3.34086
O 2.60088 0.05905 1.24048
H 2.91418 0.43949 0.26881
H 2.66334 -1.00732 1.08176
O 0.10508 2.00446 2.56305
H -0.69425 2.48655 2.68930
H 0.35345 2.09164 1.66850
O 0.21431 -3.22351 0.49862
H -0.47485 -3.88973 0.28668
H 0.71994 -2.88302 -0.20365
O 0.91056 3.13655 0.35107
H 0.98295 4.08603 0.65735
H 1.01845 3.31469 -0.70856
O -2.06007 -1.92235 1.08142
H -1.12741 -2.35425 1.23906
H -2.55792 -2.39237 1.56851
O -2.29875 -0.53657 -1.95766
H -3.15660 -1.01466 -1.82593
H -2.62263 -0.12409 -2.79428
O -2.36167 1.61819 0.52916
H -2.57242 2.52315 0.34608
H -3.22960 1.16165 0.54047
O -0.86307 -0.38637 3.45972
H -1.30421 -0.70738 2.69836
H -0.74689 0.61071 3.37491
O 2.19820 -2.39071 -1.41159
H 2.18918 -1.53552 -1.81116
H 2.89810 -2.25246 -0.79981
*
```

F_max   9.882 eV/A
Energy above the lowest of the compared OMol25 structures with the same formula, charge and spin   100.58 kcal per mole
E   -23944.837 eV